# 1
{
  "formula": "C3H5NO2S",
  "method": "ωB97M-V/def2-TZVPD",
  "energy_ha": -720.53366,
  "multiplicity": 1,
  "total_charge": 0,
  "homo_energy_ev": -9.38,
  "gap_ha": 0.347,
  "smiles": "C=NOCC(=O)S",
  "species": ["C", "N", "O", "C", "C", "O", "S", "H", "H", "H", "H", "H"],
  "coordinates": [[3.23304, -0.47075, -0.29400], [1.81777, -0.03125, -0.56566], [1.24998, 0.27233, 0.66510], [-0.00274, 1.24323, 0.60535], [-1.20920, 0.55523, -0.05936], [-1.95138, 1.10679, -0.76670], [-1.52466, -1.24816, 0.16928], [3.89999, -0.98156, 0.56582], [3.83779, -0.54978, -1.35219], [-0.06997, 1.59185, 1.71572], [0.20812, 2.32404, 0.02227], [-2.72112, -1.19441, -0.39974]],
  "lowdin_charge": [0.003, -0.029, -0.284, -0.080, -0.772, 0.030, 0.779, 0.090, 0.078, 0.144, 0.178, -0.138]
}

# 2
{
  "formula": "C3H5NO2S",
  "method": "ωB97M-V/def2-TZVPD",
  "energy_ha": -720.69266,
  "multiplicity": 1,
  "total_charge": 0,
  "homo_energy_ev": -9.21,
  "gap_ha": 0.318,
  "smiles": "CNC(=S)C(=O)O",
  "species": ["C", "N", "C", "S", "C", "O", "O", "H", "H", "H", "H", "H"],
  "coordinates": [[-1.71970, -0.47032, 0.06343], [-0.45170, -0.84229, -0.15254], [0.79730, -0.33828, -0.20211], [2.21321, -1.23994, -0.09999], [0.95885, 1.25854, -0.22043], [-0.09314, 1.90658, -0.23997], [2.15114, 1.70045, 0.11237], [-2.05554, -0.19672, 1.13566], [-2.42207, -1.38163, -0.06727], [-1.97108, 0.55143, -0.53976], [-0.22117, -1.88672, -0.21074], [2.81390, 0.93889, 0.42134]],
  "lowdin_charge": [-0.161, -0.097, -0.661, 0.668, -0.495, 0.070, 0.051, 0.110, 0.116, 0.139, 0.148, 0.112]
}

# 3
{
  "formula": "C3H5NO2S",
  "method": "ωB97M-V/def2-TZVPD",
  "energy_ha": -720.59786,
  "multiplicity": 1,
  "total_charge": 0,
  "homo_energy_ev": -8.81,
  "gap_ha": 0.351,
  "smiles": "ON1CCOC1=S",
  "species": ["O", "N", "C", "C", "O", "C", "S", "H", "H", "H", "H", "H"],
  "coordinates": [[-0.50390, -1.95618, 0.01776], [0.03664, -0.70701, -0.09385], [-0.53325, 0.09391, 0.92908], [0.41421, 1.38431, 0.38401], [0.26901, 1.22283, -1.10088], [0.32591, -0.08773, -1.31918], [0.62606, -1.18804, -2.45800], [-0.10652, -2.34258, -0.86614], [-0.39267, -0.03986, 2.12143], [-1.64157, 0.29361, 0.79531], [1.45600, 0.93373, 0.79303], [0.05007, 2.39301, 0.79742]],
  "lowdin_charge": [-0.056, -0.292, -0.116, -0.063, -0.043, -0.843, 0.775, 0.046, 0.166, 0.127, 0.164, 0.136]
}

# 4
{
  "formula": "C3H5NO2S",
  "method": "ωB97M-V/def2-TZVPD",
  "energy_ha": -720.71287,
  "multiplicity": 1,
  "total_charge": 0,
  "homo_energy_ev": -8.63,
  "gap_ha": 0.336,
  "smiles": "C=NSC.O=C=O",
  "species": ["C", "N", "S", "C", "H", "H", "H", "H", "H", "O", "C", "O"],
  "coordinates": [[0.93474, -0.02506, 1.80418], [0.46777, -0.64857, 0.73259], [-0.34962, 0.36078, -0.44460], [-0.73251, -1.08347, -1.50340], [0.66098, 1.00141, 1.90667], [1.35734, -0.58576, 2.60176], [-1.75021, -1.34062, -1.37358], [0.06633, -1.83044, -1.24228], [-0.55817, -0.89025, -2.59471], [5.11850, 0.45150, -0.18930], [4.41240, -0.33798, -0.62140], [3.60640, -1.10421, -0.93900]],
  "lowdin_charge": [-0.138, -0.369, 0.760, -0.403, 0.035, 0.049, -0.002, 0.042, 0.040, 0.219, -0.431, 0.198]
}

# 5
{
  "formula": "C3H5NO2S2",
  "method": "ωB97M-V/def2-TZVPD",
  "energy_ha": -1118.82671,
  "multiplicity": 1,
  "total_charge": 0,
  "homo_energy_ev": -9.02,
  "gap_ha": 0.335,
  "smiles": "S=CNOCOC=S",
  "species": ["S", "C", "N", "O", "C", "O", "C", "S", "H", "H", "H", "H", "H"],
  "coordinates": [[2.74176, -0.67486, -0.69393], [1.73648, -0.98580, 0.54780], [0.73424, -0.21275, 1.01509], [0.66041, 1.10934, 0.64099], [-0.14825, 1.26813, -0.50536], [-1.50046, 0.92816, -0.21465], [-1.90346, -0.30634, -0.52409], [-3.33071, -0.90294, -0.08060], [1.76265, -1.95643, 1.07379], [0.29887, -0.38402, 1.91654], [-0.10754, 2.33119, -0.74198], [0.24510, 0.67337, -1.29781], [-1.18910, -0.88706, -1.13579]],
  "lowdin_charge": [0.645, -0.703, -0.071, -0.082, -0.190, -0.103, -0.768, 0.701, 0.078, 0.165, 0.152, 0.094, 0.084]
}

# 6
{
  "formula": "C3H5NO3",
  "method": "ωB97M-V/def2-TZVPD",
  "energy_ha": -397.62903,
  "multiplicity": 1,
  "total_charge": 0,
  "homo_energy_ev": -9.82,
  "gap_ha": 0.381,
  "smiles": "C=C(OO)C(N)=O",
  "species": ["C", "C", "O", "O", "C", "N", "O", "H", "H", "H", "H", "H"],
  "coordinates": [[-0.42970, 1.63278, 0.12265], [-0.08327, 0.35670, 0.09832], [-1.31416, -0.82925, -0.16293], [-2.52383, -0.22377, -0.24339], [1.31366, -0.13992, 0.01568], [1.50181, -1.47773, 0.19533], [2.18567, 0.69865, -0.27673], [-1.40622, 2.06739, 0.23859], [0.55774, 2.18813, 0.34222], [-2.83350, -0.24321, -1.11967], [0.68551, -2.06860, 0.39343], [2.34628, -1.96118, 0.39649]],
  "lowdin_charge": [0.097, -0.074, -0.164, -0.062, -0.496, 0.180, 0.035, 0.072, 0.119, 0.075, 0.113, 0.104]
}

# 7
{
  "formula": "C3H5NO3",
  "method": "ωB97M-V/def2-TZVPD",
  "energy_ha": -397.58033,
  "multiplicity": 1,
  "total_charge": 0,
  "homo_energy_ev": [-9.05, -10.15],
  "gap_ha": [0.313, 0.355],
  "species": ["C", "C", "C", "N", "O", "O", "O", "H", "H", "H", "H", "H"],
  "coordinates": [[2.89121, -0.39989, 0.08525], [-0.30933, 2.28034, -0.01493], [-1.80086, -0.91429, -0.06525], [1.80912, -0.22604, 0.56204], [3.95287, -0.36321, -0.43253], [-0.75011, 1.45960, -0.67624], [-0.64467, -0.29333, -0.41395], [0.23396, 2.16862, 0.84883], [-1.76728, -1.78687, -0.73735], [-2.63189, -0.20276, -0.32434], [-1.87346, -1.33450, 0.85143], [0.89043, -0.38766, 0.31704]],
  "lowdin_charge": [-0.383, 0.084, -0.169, 0.211, 0.119, 0.066, -0.217, 0.055, 0.098, 0.112, 0.036, -0.012]
}

# 8
{
  "formula": "C3H5NO3",
  "method": "ωB97M-V/def2-TZVPD",
  "energy_ha": -397.78375,
  "multiplicity": 1,
  "total_charge": 0,
  "homo_energy_ev": -9.98,
  "gap_ha": 0.385,
  "smiles": "O=CNCC(=O)O",
  "species": ["O", "C", "N", "C", "C", "O", "O", "H", "H", "H", "H", "H"],
  "coordinates": [[-0.63278, 0.71706, 2.91232], [-0.30794, 1.07910, 1.81300], [-0.48428, 0.35206, 0.65720], [0.61855, 0.19308, -0.25605], [0.24203, -0.66262, -1.46187], [0.16288, -0.30583, -2.59439], [-0.46671, -1.74762, -1.01641], [0.18439, 2.05829, 1.67910], [-1.30151, -0.22662, 0.54650], [0.88054, 1.17058, -0.66591], [1.53039, -0.26203, 0.15345], [-0.42556, -2.36545, -1.76694]],
  "lowdin_charge": [0.056, -0.353, 0.022, -0.117, -0.489, 0.139, 0.078, 0.135, 0.137, 0.129, 0.134, 0.129]
}

# 9
{
  "formula": "C3H5NO3",
  "method": "ωB97M-V/def2-TZVPD",
  "energy_ha": -397.63957,
  "multiplicity": 1,
  "total_charge": 0,
  "homo_energy_ev": -10.61,
  "gap_ha": 0.394,
  "smiles": "C=C[C@@H](O)[N+](=O)[O-]",
  "species": ["C", "C", "C", "O", "N", "O", "O", "H", "H", "H", "H", "H"],
  "coordinates": [[1.26515, -1.34684, -0.12468], [0.76838, -0.16171, -0.32465], [-0.21023, 0.44713, 0.63624], [-0.27050, 1.76802, 0.95540], [-1.50301, 0.15470, -0.28259], [-1.81867, -0.98993, -0.61604], [-2.07530, 1.15196, -0.70900], [1.98501, -1.64687, -0.88001], [1.16505, -1.85843, 0.86911], [0.98827, 0.42411, -1.25711], [-0.12467, -0.17478, 1.57329], [-0.16947, 2.23262, 0.16004]],
  "lowdin_charge": [0.024, -0.163, -0.279, 0.063, -0.328, 0.057, 0.067, 0.070, 0.098, 0.140, 0.174, 0.077]
}

# 10
{
  "formula": "C3H5NO3",
  "method": "ωB97M-V/def2-TZVPD",
  "energy_ha": -397.81255,
  "multiplicity": 1,
  "total_charge": 0,
  "homo_energy_ev": -10.09,
  "gap_ha": 0.401,
  "smiles": "NC(=O)COC=O",
  "species": ["N", "C", "O", "C", "O", "C", "O", "H", "H", "H", "H", "H"],
  "coordinates": [[0.38163, 1.63710, 0.06477], [-0.09310, 0.78763, 1.01277], [-0.73726, 1.13684, 1.98366], [0.27723, -0.68512, 0.79609], [-0.66430, -1.34211, -0.07318], [-0.50102, -1.16734, -1.38182], [0.33665, -0.47517, -1.90906], [0.71560, 1.26680, -0.81504], [0.06236, 2.59369, 0.10474], [1.28679, -0.79723, 0.38979], [0.18503, -1.19632, 1.75262], [-1.24963, -1.75877, -1.92532]],
  "lowdin_charge": [0.175, -0.510, 0.062, -0.070, 0.001, -0.329, 0.056, 0.081, 0.116, 0.132, 0.134, 0.152]
}

The ΔE to the lowest compared entry with this formula, charge and spin results, record by record, are as follows: 558.8 141.3 390.3 88.3 316.8 545.2 673.1 139.0 517.5 63.4 kJ/mol.